Entry from OMol25: a structure of composition C23H13BrCl2N5O3ReSSe at a distorted geometry (ωB97M-V/def2-TZVPD).

The charge is -1. For the LUMO energy (spin up / spin down), the calculation gives 1.9 / 1.9 eV. The HOMO-LUMO gap (spin up / spin down) is 4.87 / 4.88 eV. The HOMO energy (spin up / spin down) comes out at -2.95 / -2.94 eV. The spin multiplicity is 2. Its energy above the lowest of the compared OMol25 structures with the same formula, charge and spin is 60.7 kJ/mol.

Last column: Mulliken spin population.
Element x y z (Å)
Re1 -1.9434 -0.5257 1.1656  0.41
N1 0.2441 -3.5477 3.1111  0.00
C1 1.1201 -3.5000 2.0450  0.04
C2 2.1744 -4.3109 1.6505  0.00
C3 2.8449 -3.9449 0.4969  0.00
C4 2.4922 -2.7968 -0.2227  -0.01
C5 1.4376 -1.9948 0.1640  -0.01
C6 0.7338 -2.3722 1.3020  -0.03
N2 -0.3721 -1.7996 1.8925  -0.05
C7 -0.6400 -2.5204 2.9566  -0.02
C8 -1.7536 -2.2248 3.8215  0.05
C9 -2.2329 -2.9429 4.8790  0.00
S1 -3.6237 -2.1771 5.5299  0.00
C10 -3.4586 -0.9223 4.3473  -0.02
N3 -2.4736 -1.0872 3.5352  0.00
H1 0.2070 -4.2468 3.8288  0.00
H2 2.4579 -5.1925 2.2114  0.00
H3 3.6587 -4.5632 0.1408  0.00
H4 3.0622 -2.5359 -1.1046  0.00
H5 1.1683 -1.0988 -0.3793  0.02
H6 -1.8774 -3.8746 5.2861  0.00
H7 -4.1434 -0.0896 4.3236  0.00
O1 -4.1898 1.4715 0.5072  0.06
C11 -3.3476 0.7031 0.7259  0.02
Se1 -2.8434 -2.3603 -0.0020  0.50
Br1 1.9604 0.7726 -3.6817  0.00
C12 2.1106 1.3738 -1.8795  0.01
C13 3.3771 1.3993 -1.3305  0.00
N4 3.6028 1.6958 -0.0615  0.00
C14 2.5349 1.8983 0.7048  0.00
C15 1.2189 1.8876 0.2661  0.00
C16 0.9778 1.6943 -1.1098  -0.02
C17 0.1840 2.0686 1.3841  0.01
O2 0.2594 3.0860 2.0576  0.01
O3 -0.5523 1.0592 1.6518  0.03
H8 4.2466 1.1705 -1.9364  0.00
H9 2.7346 2.1046 1.7500  0.00
H10 -1.0641 1.3857 -1.1912  -0.02
Cl1 1.2624 4.4405 -2.3177  0.00
C18 0.0995 3.6324 -3.3222  0.00
C19 -0.1686 4.2222 -4.5464  0.00
C20 -1.1568 3.7074 -5.3610  0.00
C21 -1.8691 2.5964 -4.9461  0.00
C22 -1.5670 1.9779 -3.7484  0.00
Cl2 -2.4297 0.5523 -3.2993  0.00
C23 -0.5552 2.4598 -2.8951  -0.01
N5 -0.2796 1.8239 -1.6814  0.02
H11 0.3956 5.0978 -4.8354  0.00
H12 -1.3726 4.1664 -6.3162  0.00
H13 -2.6512 2.1810 -5.5665  0.00

=====

Entry from OMol25: a structure of composition C23H14AsN4PdSSe (ωB97M-V/def2-TZVPD).

The charge is -1. For the LUMO energy, the calculation gives 0.6 eV. The HOMO-LUMO gap is 5.62 eV. The HOMO energy comes out at -5.00 eV. Its energy above the lowest of the compared OMol25 structures with the same formula, charge and spin is 82.0 kJ/mol.

Last column: Mulliken charge in e.
Element x y z (Å)
Pd1 -0.7838 -0.5761 0.4303  -0.02
S1 -1.4209 0.2406 -1.5859  -0.22
C1 -1.2427 -1.0070 -2.8288  0.39
C2 -2.2335 -1.0700 -3.8116  -0.58
C3 -2.1395 -1.9685 -4.8620  -0.55
C4 -1.0664 -2.8446 -4.9281  -0.77
C5 -0.0888 -2.8114 -3.9419  -0.21
C6 -0.1546 -1.8945 -2.8992  0.27
As1 1.2312 -1.7863 -1.5095  0.39
C7 0.1447 -2.6706 -0.1046  -0.81
C8 0.7687 -3.0553 1.1061  0.05
C9 0.0757 -3.7760 2.0446  -0.80
C10 -1.2693 -4.1144 1.8213  -0.43
C11 -1.9023 -3.7398 0.6606  -1.13
C12 -1.1935 -3.0144 -0.3107  1.38
C13 2.2619 -3.3766 -2.0209  -0.33
C14 3.4301 -3.1582 -2.7438  -0.46
C15 4.2096 -4.2262 -3.1727  -0.61
C16 3.8315 -5.5248 -2.8679  -0.40
C17 2.6728 -5.7509 -2.1359  -0.74
C18 1.8927 -4.6830 -1.7162  0.38
H1 -3.0810 -0.4009 -3.7376  0.48
H2 -2.9144 -1.9937 -5.6179  0.35
H3 -0.9924 -3.5604 -5.7371  0.38
H4 0.7372 -3.5089 -3.9974  0.34
H5 1.7900 -2.7542 1.3006  0.44
H6 0.5588 -4.0560 2.9711  0.43
H7 -1.8127 -4.6655 2.5787  0.37
H8 -2.9397 -3.9927 0.4872  0.43
H9 -1.6566 -2.7780 -1.2573  0.29
H10 3.7453 -2.1473 -2.9782  0.35
H11 5.1151 -4.0405 -3.7367  0.38
H12 4.4401 -6.3587 -3.1944  0.37
H13 2.3752 -6.7634 -1.8924  0.39
H14 0.9876 -4.8761 -1.1518  0.42
Se1 1.3910 0.4373 4.5653  -0.30
C19 1.1169 0.0703 2.8215  0.25
N1 0.9751 -0.1787 1.6854  -0.63
N2 -1.9485 0.7384 1.3952  -0.45
C20 -2.3201 1.8257 1.1575  0.48
C21 -2.8218 3.0752 0.9323  0.03
C22 -2.1231 4.2363 1.3623  0.10
N3 -1.5707 5.1921 1.6920  -0.46
C23 -4.0671 3.2052 0.2555  0.22
N4 -5.0778 3.3125 -0.2882  -0.49

=====

Entry from OMol25: a structure of composition C23H14BF2N2NiOPS2 (ωB97M-V/def2-TZVPD).

The charge is -2. For the LUMO energy, the calculation gives 4.7 eV. The HOMO-LUMO gap is 4.26 eV. The HOMO energy comes out at 0.42 eV. Its energy above the lowest of the compared OMol25 structures with the same formula, charge and spin is 57.0 kJ/mol.

Last column: Mulliken charge in e.
Element x y z (Å)
Ni1 0.0313 0.3752 -0.0253  -0.56
O1 -1.1310 0.0304 2.6272  -0.70
C1 -0.1578 0.1189 1.8740  -0.12
C2 1.2286 -0.0233 2.5993  0.16
C3 1.3234 -0.0221 3.9873  -0.55
C4 2.5591 -0.1259 4.6093  -0.43
C5 3.7113 -0.2343 3.8359  -0.60
C6 3.6211 -0.2374 2.4467  -0.14
C7 2.3837 -0.1203 1.8213  0.02
P1 2.0365 -0.1006 -0.0127  1.00
C8 1.8856 -1.9128 -0.3810  -0.05
C9 1.5194 -2.2846 -1.6787  -0.32
C10 1.3456 -3.6173 -2.0218  -0.60
C11 1.5289 -4.6137 -1.0706  -0.53
C12 1.8885 -4.2590 0.2220  -0.64
C13 2.0709 -2.9230 0.5608  0.07
C14 3.8457 0.0550 -0.5607  -0.22
C15 4.6136 -0.9362 -1.1714  -0.07
C16 5.8878 -0.6624 -1.6629  -0.65
C17 6.4323 0.6069 -1.5455  -0.40
C18 5.6817 1.6097 -0.9373  -0.64
C19 4.4075 1.3344 -0.4698  -0.08
H1 0.3949 0.0519 4.5456  0.43
H2 2.6342 -0.1304 5.6933  0.34
H3 4.6834 -0.3169 4.3120  0.37
H4 4.5287 -0.3315 1.8604  0.32
H5 1.3507 -1.5067 -2.4159  0.51
H6 1.0468 -3.8768 -3.0313  0.39
H7 1.3778 -5.6552 -1.3314  0.33
H8 2.0196 -5.0259 0.9779  0.36
H9 2.3425 -2.6623 1.5768  0.29
H10 4.2212 -1.9417 -1.2622  0.26
H11 6.4595 -1.4549 -2.1352  0.36
H12 7.4249 0.8180 -1.9273  0.34
H13 6.0903 2.6099 -0.8392  0.35
H14 3.8174 2.1290 -0.0215  0.38
S1 -1.5842 -1.0270 -1.3188  -0.39
C20 -2.9928 -0.4239 -0.4836  0.71
C21 -3.9529 -1.3423 0.0158  -0.12
N1 -4.7477 -2.0878 0.3893  -0.60
C22 -3.1227 0.9172 -0.3311  0.58
S2 -1.8827 1.9431 -1.0129  -0.43
C23 -4.2240 1.5113 0.3371  -0.09
N2 -5.1263 2.0120 0.8496  -0.58
F1 -0.0574 0.8277 -2.7984  -0.21
B1 -1.3524 0.6266 -2.3816  0.42
F2 -2.2170 0.6376 -3.4721  -0.31

=====

Entry from OMol25: a structure of composition C23H14BrCl4N2O2Pd (ωB97M-V/def2-TZVPD).

The charge is +1. For the LUMO energy (spin up / spin down), the calculation gives -3.3 / -5.4 eV. The HOMO-LUMO gap (spin up / spin down) is 7.10 / 5.30 eV. The HOMO energy (spin up / spin down) comes out at -10.40 / -10.73 eV. The spin multiplicity is 5. Its energy above the lowest of the compared OMol25 structures with the same formula, charge and spin is 120.2 kJ/mol.

Last column: Mulliken spin population.
Element x y z (Å)
Pd1 -0.1338 -0.4994 0.4066  1.15
Br1 -5.0243 3.7981 3.3054  0.04
C1 -3.9922 2.8020 2.0848  0.22
C2 -4.6136 1.8097 1.3054  -0.08
C3 -3.8710 1.0673 0.4356  0.16
C4 -2.4655 1.2875 0.2732  0.03
O1 -1.8106 0.6460 -0.5995  0.33
C5 -1.8463 2.2921 1.1187  0.14
C6 -0.4274 2.5167 1.0905  -0.06
N1 0.4164 1.7140 0.5485  0.18
C7 1.7436 2.0553 0.3272  -0.06
C8 2.1523 3.3460 0.0587  0.06
C9 3.4957 3.6329 -0.2268  -0.02
C10 4.4321 2.6375 -0.2622  0.04
C11 4.0548 1.2983 -0.0147  -0.01
C12 4.9616 0.2180 -0.0582  0.00
C13 4.5144 -1.0511 0.1787  0.00
C14 3.1527 -1.2484 0.4611  -0.01
N2 2.2846 -0.2660 0.5116  0.01
C15 2.7030 0.9999 0.2803  0.04
C16 -2.6353 3.0417 1.9858  -0.07
H1 -5.6782 1.6449 1.4015  0.00
H2 -4.3200 0.3031 -0.1852  0.00
H3 -0.0625 3.4242 1.5789  0.01
H4 1.4198 4.1425 0.0370  0.00
H5 3.7835 4.6537 -0.4396  0.00
H6 5.4666 2.8541 -0.4970  0.00
H7 6.0036 0.4100 -0.2823  0.00
H8 5.1851 -1.8988 0.1546  0.00
H9 2.7654 -2.2418 0.6598  0.00
H10 -2.1786 3.8019 2.6076  0.00
Cl1 -1.5877 -5.1388 -5.0437  0.06
C17 -1.5950 -4.2633 -3.5808  0.26
C18 -0.6614 -3.2294 -3.4069  -0.06
C19 -0.6684 -2.5252 -2.2402  0.14
Cl2 0.4366 -1.2272 -2.0020  0.06
C20 -1.5707 -2.8233 -1.1521  0.11
O2 -1.5345 -2.2392 -0.0503  0.40
C21 -2.5295 -3.8786 -1.4126  0.18
Cl3 -3.6549 -4.2319 -0.1821  0.04
C22 -2.5283 -4.5780 -2.5897  -0.09
H11 0.0465 -2.9921 -4.1884  0.00
H12 -3.2450 -5.3715 -2.7483  0.00
Cl4 -0.9376 -0.4367 2.8708  0.13
C23 0.0624 -1.7614 2.3257  0.65
H13 -0.5041 -2.6827 2.2817  0.00
H14 0.9955 -1.8128 2.8727  0.00

=====

Entry from OMol25: a structure of composition C23H14BrClN4O2Pd (ωB97M-V/def2-TZVPD).

The charge is 0. For the LUMO energy, the calculation gives -2.2 eV. The HOMO-LUMO gap is 6.08 eV. The HOMO energy comes out at -8.28 eV. Its energy above the lowest of the compared OMol25 structures with the same formula, charge and spin is 80.9 kJ/mol.

Last column: Mulliken charge in e.
Element x y z (Å)
Pd1 0.2559 -0.1877 -0.0344  -0.10
Br1 1.5498 2.2336 2.3825  -0.07
C1 0.4296 0.8203 2.9313  -0.18
C2 0.0919 0.7981 4.2724  -0.72
C3 -0.7080 -0.2319 4.7341  -0.42
C4 -1.1342 -1.1946 3.8408  -0.82
C5 -0.7700 -1.0985 2.5102  0.45
N1 0.0130 -0.0958 2.0540  0.69
C6 -1.2857 -2.1828 1.5351  0.58
O1 -1.8318 -3.1390 2.0621  -0.74
O2 -1.0989 -1.9517 0.3021  -0.57
H1 0.4556 1.5767 4.9251  0.46
H2 -0.9917 -0.2744 5.7773  0.43
H3 -1.7538 -2.0340 4.1196  0.57
N2 0.3081 -0.0149 -1.9935  -0.50
C7 -0.1466 0.3420 -3.0067  0.69
C8 -0.6159 0.7775 -4.2131  -0.03
C9 -1.4642 -0.0633 -4.9812  0.00
N3 -2.1513 -0.7561 -5.5932  -0.44
C10 -0.2293 2.0695 -4.6582  0.05
N4 0.0933 3.1146 -5.0204  -0.46
Cl1 1.2392 -5.8118 0.8816  -0.20
C11 1.6524 -4.1771 0.5600  0.61
C12 1.6524 -3.7195 -0.7502  -0.91
C13 1.9426 -2.3946 -0.9954  -0.15
C14 2.2354 -1.5116 0.0637  0.85
C15 2.3598 -0.0874 -0.1672  -1.14
C16 2.2693 -2.0246 1.3790  -0.32
C17 1.9807 -3.3429 1.6298  -0.82
H4 1.3945 -4.3922 -1.5550  0.45
H5 1.9056 -2.0097 -2.0048  0.48
H6 2.5738 0.2544 -1.1700  0.40
H7 2.7481 0.5248 0.6337  0.40
H8 2.5087 -1.3562 2.1975  0.41
H9 1.9812 -3.7405 2.6345  0.44
C18 -2.8137 3.3786 -0.3969  -0.46
C19 -1.4626 3.6811 -0.4607  -0.80
C20 -0.5093 2.6720 -0.3610  -0.06
C21 -0.9483 1.3759 -0.1880  0.42
C22 -2.2900 1.0373 -0.1500  -0.03
C23 -3.2253 2.0625 -0.2477  -0.73
H10 -3.5487 4.1674 -0.4845  0.41
H11 -1.1395 4.7036 -0.6077  0.41
H12 0.5420 2.9017 -0.4496  0.54
H13 -2.6039 0.0050 -0.0572  0.52
H14 -4.2795 1.8191 -0.2212  0.41

=====

Among the records above, which one has the lowest charge? C23H14BF2N2NiOPS2